No. 1
{
  "formula": "CH13N9",
  "method": "ωB97M-V/def2-TZVPD",
  "lumo_ev": -6.3,
  "gap_ev": 8.66,
  "charge": 2,
  "homo_energy_ev": -15.0,
  "energy_ev": -14637.23770,
  "elements": ["C", "N", "N", "N", "N", "N", "N", "N", "N", "N", "H", "H", "H", "H", "H", "H", "H", "H", "H", "H", "H", "H", "H"],
  "xyz": [[-4.144, -0.630, 1.161], [-4.867, -0.263, 0.205], [9.680, -1.042, 0.678], [-5.014, -0.539, -1.081], [9.664, -2.119, -0.275], [10.128, 1.154, 0.913], [-8.764, 1.599, -0.378], [-6.595, 1.801, 0.438], [9.781, 0.114, 0.132], [-7.462, 1.304, -0.252], [-4.152, 0.014, 1.968], [-3.654, -1.627, 1.244], [-5.891, -0.135, -1.500], [-4.485, -1.375, -1.464], [9.582, -3.053, 0.268], [9.887, -1.935, -1.305], [10.412, 0.891, 1.911], [10.481, 1.977, 0.373], [-9.408, 0.948, -0.869], [-9.032, 2.430, 0.213], [-6.886, 2.603, 0.963], [-5.389, 0.637, 0.383], [9.640, 0.343, -0.888]]
}



No. 2
{
  "formula": "C23H24N4O5S",
  "method": "ωB97M-V/def2-TZVPD",
  "lumo_ev": -0.1,
  "smiles": "COc1ccc(N(CC(=O)N/N=C/c2cccnc2)S(=O)(=O)c2ccc(C)cc2)cc1OC",
  "gap_ev": 8.33,
  "homo_energy_ev": -8.4,
  "energy_ev": -51271.81762,
  "elements": ["C", "O", "C", "C", "C", "C", "N", "C", "C", "O", "N", "N", "C", "C", "C", "C", "C", "N", "C", "S", "O", "O", "C", "C", "C", "C", "C", "C", "C", "C", "C", "O", "C", "H", "H", "H", "H", "H", "H", "H", "H", "H", "H", "H", "H", "H", "H", "H", "H", "H", "H", "H", "H", "H", "H", "H", "H"],
  "xyz": [[-2.399, -3.756, 2.265], [-1.972, -2.457, 1.932], [-0.873, -2.318, 1.146], [-0.138, -3.357, 0.601], [0.947, -3.107, -0.231], [1.314, -1.807, -0.513], [2.393, -1.553, -1.399], [2.120, -1.023, -2.722], [1.036, 0.052, -2.681], [1.247, 1.237, -2.628], [-0.219, -0.506, -2.635], [-1.286, 0.196, -2.218], [-2.308, -0.435, -1.803], [-3.462, 0.261, -1.283], [-3.576, 1.653, -1.339], [-4.695, 2.253, -0.796], [-5.667, 1.443, -0.220], [-5.571, 0.125, -0.159], [-4.500, -0.447, -0.671], [3.835, -1.133, -0.649], [4.791, -0.930, -1.697], [4.082, -2.143, 0.335], [3.512, 0.413, 0.186], [3.524, 1.595, -0.529], [3.182, 2.772, 0.112], [2.833, 2.773, 1.460], [2.467, 4.057, 2.140], [2.847, 1.572, 2.162], [3.183, 0.389, 1.528], [0.613, -0.748, 0.071], [-0.485, -0.983, 0.876], [-1.252, -0.013, 1.436], [-0.921, 1.331, 1.173], [-3.274, -3.621, 2.898], [-2.682, -4.329, 1.376], [-1.630, -4.303, 2.820], [-0.406, -4.380, 0.808], [1.509, -3.921, -0.659], [3.062, -0.606, -3.081], [1.817, -1.845, -3.383], [-0.283, -1.528, -2.614], [-2.340, -1.533, -1.790], [-2.791, 2.227, -1.809], [-4.819, 3.324, -0.821], [-6.565, 1.865, 0.211], [-4.460, -1.526, -0.589], [3.793, 1.583, -1.573], [3.177, 3.699, -0.441], [1.817, 4.655, 1.505], [1.967, 3.870, 3.086], [3.367, 4.639, 2.339], [2.588, 1.562, 3.211], [3.194, -0.556, 2.047], [0.918, 0.263, -0.140], [-1.685, 1.920, 1.678], [0.065, 1.587, 1.575], [-0.943, 1.548, 0.100]]
}



No. 3
{
  "formula": "C20H40F2NO11P3",
  "method": "ωB97M-V/def2-TZVPD",
  "lumo_ev": -1.6,
  "smiles": "C#CCP(CC)(CC=C)(CCCCO)N(C(=O)F)C(=O)F.COP(=O)(OC)OC.COP(=O)(OC)OC",
  "gap_ev": 5.80,
  "homo_energy_ev": -7.4,
  "energy_ev": -78694.34817,
  "elements": ["C", "C", "C", "P", "C", "C", "C", "C", "C", "C", "C", "C", "C", "O", "N", "C", "O", "F", "C", "O", "F", "H", "H", "H", "H", "H", "H", "H", "H", "H", "H", "H", "H", "H", "H", "H", "H", "H", "H", "H", "H", "H", "H", "C", "O", "P", "O", "O", "C", "O", "C", "H", "H", "H", "H", "H", "H", "H", "H", "H", "C", "O", "P", "O", "O", "C", "O", "C", "H", "H", "H", "H", "H", "H", "H", "H", "H"],
  "xyz": [[-0.687, 3.596, -3.124], [-0.311, 3.052, -2.125], [0.405, 2.661, -0.882], [1.939, 1.622, -1.259], [1.650, 0.457, -2.697], [2.733, -0.639, -2.857], [3.502, 1.655, -0.227], [4.265, 0.352, -0.120], [5.634, 0.425, -0.038], [1.177, 0.268, -0.143], [1.122, 0.598, 1.393], [2.013, -0.295, 2.334], [2.624, 0.626, 3.411], [4.068, 0.546, 3.430], [2.645, 2.930, -2.386], [3.611, 2.575, -3.322], [4.749, 2.306, -3.155], [3.161, 2.577, -4.608], [2.658, 4.233, -1.968], [2.834, 4.672, -0.881], [2.384, 5.130, -2.961], [-1.096, 4.173, -3.924], [-0.333, 2.065, -0.336], [0.613, 3.522, -0.238], [0.713, -0.085, -2.523], [1.449, 1.005, -3.629], [3.762, -0.263, -2.862], [2.566, -1.109, -3.837], [2.624, -1.440, -2.120], [3.324, 1.984, 0.806], [4.242, 2.389, -0.584], [3.827, -0.644, -0.066], [6.154, 0.791, -0.931], [6.196, 0.116, 0.844], [0.153, 0.000, -0.439], [1.723, -0.681, -0.244], [1.323, 1.677, 1.511], [0.085, 0.469, 1.733], [2.737, -0.930, 1.821], [1.335, -0.978, 2.860], [2.365, 1.687, 3.273], [2.276, 0.370, 4.426], [4.396, 1.435, 3.574], [-1.003, -5.193, -0.957], [-0.279, -4.161, -0.254], [-0.791, -3.593, 1.254], [-0.182, -2.240, 1.141], [0.216, -4.608, 2.058], [0.429, -5.963, 1.685], [-1.629, -3.319, 2.696], [-3.071, -3.355, 2.630], [-1.204, -4.845, -1.970], [-0.382, -6.087, -1.022], [-1.950, -5.444, -0.480], [1.252, -6.019, 0.971], [-0.465, -6.426, 1.271], [0.715, -6.520, 2.577], [-3.417, -4.335, 2.290], [-3.439, -2.578, 1.955], [-3.460, -3.175, 3.630], [-3.529, 2.938, 0.475], [-3.316, 1.569, 0.065], [-4.489, 0.383, 0.289], [-3.595, -0.802, 0.369], [-5.086, 0.551, -1.223], [-5.222, 1.806, -1.882], [-5.943, -0.323, 0.777], [-6.521, 0.154, 2.007], [-2.685, 3.250, 1.091], [-3.556, 3.576, -0.409], [-4.447, 3.070, 1.048], [-4.303, 2.033, -2.424], [-5.466, 2.614, -1.193], [-6.032, 1.724, -2.605], [-6.739, 1.222, 1.943], [-5.842, -0.034, 2.844], [-7.450, -0.384, 2.178]]
}



No. 4
{
  "formula": "C6H10O2",
  "method": "ωB97M-V/def2-TZVPD",
  "lumo_ev": 0.4,
  "smiles": "C=C(O)C(C)=O.C=C",
  "gap_ev": 9.71,
  "homo_energy_ev": -9.3,
  "energy_ev": -10476.35799,
  "elements": ["C", "C", "O", "C", "C", "O", "H", "H", "H", "H", "H", "H", "C", "C", "H", "H", "H", "H"],
  "xyz": [[2.386, 0.696, -0.144], [1.206, 0.278, -0.615], [0.718, 0.678, -1.839], [0.461, -0.958, 0.155], [-0.495, -1.720, -0.728], [1.057, -1.496, 1.081], [2.911, 1.543, -0.572], [2.735, 0.346, 0.822], [1.291, 1.374, -2.200], [-1.443, -1.831, -0.198], [-0.715, -1.240, -1.681], [-0.084, -2.713, -0.925], [-1.156, 0.647, 1.520], [-2.213, 0.995, 0.780], [-1.263, 0.355, 2.560], [-0.091, 0.798, 1.070], [-2.090, 1.192, -0.280], [-3.215, 1.056, 1.193]]
}



No. 5
{
  "formula": "C31H87BN3O26",
  "method": "ωB97M-V/def2-TZVPD",
  "lumo_ev": 1.6,
  "gap_ev": 8.27,
  "charge": -1,
  "homo_energy_ev": -6.7,
  "energy_ev": -91939.83367,
  "elements": ["O", "C", "O", "B", "O", "C", "O", "O", "C", "O", "C", "O", "O", "C", "C", "C", "C", "C", "C", "N", "O", "C", "C", "C", "H", "H", "H", "H", "H", "H", "H", "H", "H", "H", "H", "H", "H", "H", "H", "H", "H", "H", "H", "C", "C", "C", "C", "C", "C", "N", "O", "C", "C", "C", "H", "H", "H", "H", "H", "H", "H", "H", "H", "H", "H", "H", "H", "H", "H", "H", "H", "H", "H", "C", "C", "C", "C", "C", "C", "N", "O", "C", "C", "C", "H", "H", "H", "H", "H", "H", "H", "H", "H", "H", "H", "H", "H", "H", "H", "H", "H", "H", "H", "O", "H", "H", "O", "H", "H", "O", "H", "H", "O", "H", "H", "O", "H", "H", "O", "H", "H", "O", "H", "H", "O", "H", "H", "O", "H", "H", "O", "H", "H", "O", "H", "H", "O", "H", "H", "O", "H", "H", "O", "H", "H", "O", "H", "H"],
  "xyz": [[1.833, 5.741, -0.402], [1.242, 5.295, 0.529], [0.673, 6.040, 1.395], [0.006, 5.163, 2.402], [0.137, 3.773, 1.881], [0.915, 3.798, 0.862], [1.287, 2.909, 0.145], [-1.426, 5.496, 2.791], [-1.549, 5.649, 4.058], [-2.537, 5.864, 4.696], [-0.107, 5.455, 4.654], [0.766, 5.315, 3.736], [0.109, 5.538, 5.884], [-2.443, -3.214, -6.051], [-2.164, -2.232, -7.153], [-3.428, -2.102, -8.060], [-4.518, -1.300, -7.388], [-4.070, 0.174, -7.203], [-2.878, 0.120, -6.231], [-1.775, -0.884, -6.611], [-0.565, -0.722, -5.944], [-2.243, 1.521, -6.457], [-3.398, 0.052, -4.667], [-0.956, -2.755, -7.971], [-1.545, -3.389, -5.458], [-2.722, -4.166, -6.502], [-3.239, -2.925, -5.365], [-3.195, -1.762, -9.069], [-3.885, -3.070, -8.266], [-4.803, -1.799, -6.462], [-5.317, -1.411, -8.121], [-4.904, 0.758, -6.816], [-3.812, 0.521, -8.204], [-1.334, 1.617, -5.864], [-1.880, 1.837, -7.435], [-2.978, 2.270, -6.161], [-3.493, -0.952, -4.253], [-2.701, 0.683, -4.115], [-4.395, 0.485, -4.587], [-1.238, -3.758, -8.291], [-0.030, -2.958, -7.433], [-0.735, -2.202, -8.884], [-0.993, -0.850, -5.094], [8.225, -8.337, -2.385], [7.293, -7.438, -3.170], [6.016, -8.291, -3.479], [4.969, -8.215, -2.394], [4.682, -6.799, -2.080], [5.911, -6.011, -1.568], [6.987, -6.119, -2.489], [8.134, -5.335, -2.278], [5.469, -4.581, -1.715], [6.347, -6.475, -0.167], [7.895, -7.160, -4.558], [8.438, -9.288, -2.872], [7.800, -8.655, -1.432], [9.176, -7.833, -2.210], [5.550, -7.967, -4.410], [6.191, -9.365, -3.527], [5.247, -8.763, -1.494], [4.077, -8.805, -2.605], [3.893, -6.674, -1.338], [4.249, -6.298, -2.946], [5.410, -4.223, -2.743], [4.550, -4.377, -1.167], [6.223, -4.002, -1.182], [6.610, -7.494, 0.116], [7.237, -5.897, 0.083], [5.584, -6.229, 0.571], [8.108, -8.090, -5.085], [8.765, -6.510, -4.467], [7.274, -6.572, -5.235], [7.965, -4.538, -2.785], [-5.570, -5.104, 1.472], [-5.538, -4.964, 2.978], [-4.404, -6.001, 3.449], [-4.128, -5.740, 4.880], [-3.592, -4.275, 5.124], [-4.595, -3.137, 4.690], [-5.360, -3.577, 3.486], [-6.221, -2.643, 3.003], [-5.570, -2.854, 5.869], [-3.738, -1.925, 4.304], [-6.859, -5.368, 3.609], [-4.729, -4.594, 1.002], [-6.514, -4.694, 1.114], [-5.616, -6.138, 1.131], [-4.730, -7.041, 3.448], [-3.461, -5.775, 2.951], [-3.298, -6.325, 5.273], [-5.008, -5.812, 5.520], [-2.689, -4.031, 4.564], [-3.258, -4.409, 6.153], [-5.008, -3.067, 6.779], [-5.743, -1.785, 5.999], [-6.464, -3.477, 5.883], [-4.447, -1.147, 4.021], [-3.153, -1.634, 5.176], [-3.159, -2.161, 3.411], [-7.624, -4.753, 3.135], [-6.747, -5.192, 4.679], [-7.141, -6.418, 3.523], [-6.990, -2.939, 3.495], [7.217, 7.389, -0.348], [6.957, 7.016, 0.494], [7.311, 6.633, -0.927], [2.980, 0.705, 4.528], [2.677, -0.199, 4.445], [2.428, 1.200, 3.923], [-2.615, 2.387, 10.333], [-2.403, 3.292, 10.104], [-1.776, 1.928, 10.301], [-5.416, 9.805, -0.066], [-5.190, 8.969, 0.341], [-5.160, 10.463, 0.580], [-9.743, 3.630, 6.479], [-10.577, 3.993, 6.181], [-9.114, 3.890, 5.806], [3.260, 10.790, 1.259], [2.821, 10.102, 0.759], [2.550, 11.260, 1.696], [-2.601, 8.352, -3.461], [-3.434, 8.438, -2.997], [-2.250, 7.510, -3.171], [3.582, 7.278, 11.678], [2.695, 7.449, 11.363], [3.658, 7.801, 12.476], [-6.431, 8.469, 9.352], [-7.023, 7.733, 9.507], [-5.765, 8.121, 8.760], [4.423, 10.325, -4.193], [4.166, 10.193, -5.105], [4.388, 9.451, -3.805], [4.397, 8.393, 5.901], [4.618, 7.863, 5.135], [3.643, 7.949, 6.290], [5.190, 2.003, -6.466], [4.396, 1.486, -6.330], [5.210, 2.170, -7.408], [0.857, 10.549, 9.134], [0.454, 10.615, 9.999], [0.746, 9.632, 8.886], [2.843, 7.378, -8.063], [2.174, 7.959, -8.425], [2.350, 6.710, -7.588], [6.253, 4.565, 3.527], [5.690, 4.128, 4.167], [6.929, 3.919, 3.323]]
}



No. 6
{
  "formula": "C33H47N4O5PPrS",
  "method": "ωB97M-V/def2-TZVPD",
  "spin_multiplicity": 3,
  "lumo_ev": [-8.2, -8.1],
  "s2": 2.002,
  "gap_ev": [8.81, 8.92],
  "charge": 3,
  "homo_energy_ev": [-17.0, -17.0],
  "energy_ev": -85356.13447,
  "elements": ["Pr", "C", "N", "C", "C", "C", "C", "C", "C", "N", "C", "C", "C", "C", "C", "C", "N", "C", "C", "C", "C", "C", "N", "H", "H", "H", "H", "H", "H", "H", "H", "H", "H", "H", "H", "H", "H", "H", "H", "H", "H", "C", "C", "O", "H", "H", "H", "H", "H", "H", "C", "S", "O", "C", "C", "C", "C", "C", "C", "H", "H", "H", "H", "H", "H", "H", "H", "C", "C", "O", "P", "O", "C", "C", "O", "C", "C", "H", "H", "H", "H", "H", "H", "H", "H", "H", "H", "H", "H", "H", "H", "H"],
  "xyz": [[0.787, 0.293, -0.008], [3.213, 0.371, 2.321], [1.823, -0.151, 2.355], [1.058, 0.576, 3.384], [0.705, 1.986, 2.970], [0.352, 2.915, 3.945], [-0.029, 4.191, 3.566], [0.012, 4.508, 2.216], [0.398, 3.533, 1.316], [0.707, 2.273, 1.657], [1.834, -1.587, 2.693], [2.350, -2.449, 1.566], [3.094, -3.590, 1.843], [3.528, -4.391, 0.799], [3.223, -3.999, -0.496], [2.479, -2.848, -0.684], [2.012, -2.087, 0.316], [3.926, 0.089, 1.016], [5.199, -0.467, 0.998], [5.857, -0.626, -0.212], [5.214, -0.216, -1.370], [3.939, 0.314, -1.270], [3.288, 0.468, -0.109], [3.171, 1.462, 2.431], [3.799, -0.030, 3.160], [0.115, 0.046, 3.561], [1.602, 0.600, 4.341], [0.371, 2.637, 4.988], [-0.336, 4.919, 4.300], [-0.251, 5.492, 1.867], [0.486, 3.775, 0.267], [2.432, -1.777, 3.597], [0.802, -1.895, 2.910], [3.329, -3.851, 2.863], [4.087, -5.293, 0.990], [3.554, -4.577, -1.344], [2.240, -2.514, -1.685], [5.677, -0.768, 1.917], [6.847, -1.053, -0.251], [5.696, -0.305, -2.329], [3.413, 0.643, -2.159], [0.216, 4.604, -2.455], [-0.453, 3.284, -2.113], [0.515, 2.265, -1.749], [-0.540, 5.364, -2.625], [0.809, 4.518, -3.363], [0.862, 4.953, -1.653], [-1.038, 2.935, -2.974], [-1.126, 3.385, -1.255], [1.186, 2.310, -2.453], [0.863, -0.778, -4.852], [0.366, -1.522, -3.265], [0.847, -0.514, -2.209], [-1.419, -1.245, -3.272], [-2.194, -2.321, -2.863], [-3.570, -2.188, -2.794], [-4.166, -0.989, -3.153], [-3.386, 0.090, -3.540], [-2.007, -0.030, -3.583], [0.409, 0.198, -4.987], [0.551, -1.437, -5.657], [1.949, -0.703, -4.866], [-1.724, -3.267, -2.646], [-4.179, -3.016, -2.471], [-5.240, -0.902, -3.139], [-3.843, 1.024, -3.832], [-1.402, 0.808, -3.895], [-2.118, -4.333, 0.498], [-1.475, -2.980, 0.741], [-2.359, -1.957, 0.267], [-1.891, -0.451, 0.042], [-1.649, 0.127, 1.598], [-2.712, -0.091, 2.583], [-3.024, 1.161, 3.383], [-3.336, 0.047, -0.364], [-3.641, 1.436, -0.577], [-5.142, 1.585, -0.725], [-1.510, -5.111, 0.955], [-2.224, -4.534, -0.563], [-3.105, -4.351, 0.950], [-0.498, -2.896, 0.233], [-1.322, -2.852, 1.819], [-2.378, -0.894, 3.248], [-3.607, -0.427, 2.050], [-2.183, 1.470, 3.996], [-3.856, 0.944, 4.048], [-3.316, 1.989, 2.741], [-3.132, 1.774, -1.484], [-3.279, 2.022, 0.275], [-5.492, 1.070, -1.613], [-5.380, 2.640, -0.811], [-5.661, 1.169, 0.134]]
}



No. 7
{
  "formula": "C4H10O",
  "method": "ωB97M-V/def2-TZVPD",
  "lumo_ev": 1.2,
  "smiles": "C=COCC.[H][H]",
  "gap_ev": 9.95,
  "homo_energy_ev": -8.8,
  "energy_ev": -6355.40752,
  "elements": ["C", "C", "O", "C", "C", "H", "H", "H", "H", "H", "H", "H", "H", "H", "H"],
  "xyz": [[-1.227, 0.008, -1.672], [-0.140, -0.052, -0.906], [-0.024, -1.028, 0.022], [0.808, -0.766, 1.135], [-0.013, -0.098, 2.218], [-2.083, -0.593, -1.396], [-1.276, 0.546, -2.607], [0.724, 0.616, -0.967], [1.673, -0.153, 0.834], [1.180, -1.744, 1.452], [0.551, 0.006, 3.149], [-0.903, -0.706, 2.405], [-0.345, 0.891, 1.883], [0.212, 1.711, -2.751], [0.864, 1.362, -2.798]]
}



No. 8
{
  "formula": "C3H8NOS2",
  "method": "ωB97M-V/def2-TZVPD",
  "lumo_ev": [-4.7, -5.3],
  "gap_ev": [7.96, 6.86],
  "charge": 1,
  "homo_energy_ev": [-12.6, -12.2],
  "energy_ev": -28437.91236,
  "elements": ["C", "C", "C", "N", "O", "S", "S", "H", "H", "H", "H", "H", "H", "H", "H"],
  "xyz": [[-1.202, 0.547, -0.104], [-1.546, -0.941, 0.354], [1.308, 0.093, -0.290], [0.234, 0.943, 0.242], [1.398, 0.139, -1.658], [-0.396, -2.186, -0.318], [2.708, -0.453, 0.666], [-1.255, 0.514, -1.200], [-1.875, 1.225, 0.168], [-1.673, -1.242, 1.353], [-2.489, -1.026, -0.043], [0.133, 1.852, -0.177], [0.420, 0.890, 1.301], [2.286, -0.099, -2.037], [1.950, -0.257, 1.741]]
}